ORCA calculation (ωB97M-V/def2-TZVPD) on a cluster of 2 separate species, C46H59N3P in total in a non-equilibrium geometry.

HOMO (hartree): -0.3305
E_LUMO (eV): -4.9810
M (g mol⁻¹): 685.0

Structure (ORCA input):
```
! RIJCOSX wB97M-V def2-TZVPD def2/J DEFGRID3
* xyz 1 1
C 0.035 -2.094 6.866
C 1.078 -2.211 5.805
C 1.279 -1.182 4.905
C 2.289 -1.209 3.956
C 2.413 0.001 3.085
C 3.117 -2.342 3.879
C 4.256 -2.448 2.866
C 5.457 -1.585 3.262
C 3.812 -2.264 1.392
C 2.692 -3.176 1.039
C 2.016 -3.340 -0.159
C 1.109 -4.455 -0.282
C 0.954 -5.458 0.816
C 0.414 -4.646 -1.455
C 0.551 -3.793 -2.542
C -0.211 -4.044 -3.799
C 1.430 -2.720 -2.435
C 2.168 -2.471 -1.299
C 3.067 -1.284 -1.307
C 2.917 -3.400 4.783
C 3.783 -4.619 4.788
C 1.902 -3.316 5.725
H 0.012 -2.974 7.514
H 0.230 -1.224 7.498
H -0.957 -1.975 6.424
H 0.630 -0.326 4.946
H 3.377 0.078 2.587
H 1.632 0.009 2.321
H 2.309 0.909 3.684
H 4.606 -3.492 2.903
H 5.752 -1.785 4.295
H 6.324 -1.781 2.629
H 5.236 -0.521 3.194
H 3.528 -1.230 1.204
H 4.663 -2.461 0.728
H 2.406 -3.835 1.839
H 0.196 -6.203 0.568
H 1.892 -5.991 0.990
H 0.653 -4.984 1.753
H -0.242 -5.494 -1.542
H -0.003 -3.278 -4.546
H 0.055 -5.011 -4.232
H -1.286 -4.045 -3.611
H 1.533 -2.062 -3.277
H 3.095 -0.821 -2.295
H 2.720 -0.529 -0.600
H 4.092 -1.560 -1.065
H 3.516 -5.297 5.602
H 3.684 -5.176 3.856
H 4.832 -4.350 4.923
H 1.754 -4.131 6.411
C 1.112 7.208 0.583
N 1.487 6.199 -0.402
C 2.227 6.658 -1.577
C 0.951 4.884 -0.345
C 1.726 3.774 -0.692
C 1.187 2.503 -0.660
C -0.132 2.329 -0.299
P -0.811 0.659 -0.414
C -2.532 1.055 -0.036
C -3.398 1.506 -1.010
C -4.675 1.897 -0.682
C -5.108 1.831 0.642
N -6.434 2.222 0.971
C -7.233 1.460 1.928
C -7.065 3.375 0.331
C -4.220 1.369 1.619
C -2.935 0.993 1.281
C -0.967 0.537 -2.206
C -1.326 -0.684 -2.735
C -1.557 -0.797 -4.093
C -1.452 0.317 -4.931
N -1.693 0.216 -6.330
C -2.417 1.260 -7.054
C -1.167 -0.900 -7.112
C -1.099 1.544 -4.371
C -0.854 1.645 -3.020
C -0.909 3.416 0.051
C -0.375 4.685 0.039
H 0.776 6.730 1.501
H 1.971 7.831 0.820
H 0.310 7.837 0.204
H 2.306 5.856 -2.311
H 1.704 7.492 -2.043
H 3.228 6.977 -1.290
H 2.754 3.925 -0.970
H 1.777 1.644 -0.937
H -3.073 1.546 -2.035
H -5.363 2.225 -1.442
H -6.662 0.616 2.316
H -7.527 2.097 2.759
H -8.127 1.065 1.443
H -6.304 4.038 -0.075
H -7.724 3.064 -0.477
H -7.641 3.936 1.062
H -4.543 1.342 2.645
H -2.236 0.660 2.036
H -1.431 -1.536 -2.079
H -1.864 -1.736 -4.517
H -3.014 1.850 -6.361
H -1.730 1.923 -7.575
H -3.092 0.808 -7.777
H -0.606 -1.583 -6.475
H -1.985 -1.446 -7.579
H -0.493 -0.532 -7.887
H -0.996 2.401 -5.014
H -0.582 2.594 -2.591
H -1.944 3.273 0.309
H -0.985 5.541 0.275
*
```